C40H60Br4HfN2O4P2S2Se4 | ωB97M-V/def2-TZVPD

The value obtained for the energy is -23399.9337 hartree. As for the total charge: -2. The HOMO-LUMO gap comes out at 6.1 eV. The highest occupied orbital energy is -2.600 eV. As for the energy above the lowest of the compared OMol25 structures with the same formula, charge and spin: 0.0 kJ/mol.

Each line ends with the Mulliken charge.
CARTESIAN COORDINATES (ANGSTROEM)
Hf (-0.48810, -0.75204, -2.85999)  -0.819
Se (-0.39248, -0.84995, -5.74261)  -0.379
Se (0.11346, -3.11841, -5.61062)  -0.199
Se (1.86507, -3.01587, -4.06991)  -0.223
Se (0.93346, -2.80882, -1.89125)  0.055
Br (-6.58319, -2.58852, -5.96114)  -0.219
C (-5.21718, -1.58886, -5.11368)  0.260
C (-5.28304, -0.20588, -5.07700)  0.231
Br (-6.73242, 0.72449, -5.86109)  -0.234
C (-4.25794, 0.51651, -4.44474)  -0.353
Br (-4.23089, 2.41150, -4.39941)  -0.165
C (-3.19883, -0.13642, -3.84883)  -0.301
O (-2.17181, 0.45655, -3.28327)  0.691
C (-3.14030, -1.56210, -3.86226)  0.488
O (-2.08005, -2.07271, -3.28026)  -0.426
C (-4.13703, -2.26290, -4.51630)  0.289
Br (-3.95589, -4.13890, -4.57591)  -0.163
N (-2.01158, 0.15324, 0.12380)  -0.799
C (-1.34249, -0.21368, -0.74725)  0.902
C (-0.87561, 2.98650, -1.75772)  -0.064
N (-0.80527, 3.62070, -3.10920)  0.227
C (-0.00816, 4.86671, -3.05514)  -0.591
C (-0.32229, 2.69849, -4.21951)  -1.073
C (1.03664, 2.12280, -3.96257)  1.346
C (2.14259, 2.80721, -4.46657)  -0.145
C (3.42162, 2.30238, -4.29910)  -0.761
C (3.58530, 1.11596, -3.60047)  -0.913
C (2.47697, 0.45303, -3.09189)  -0.708
C (1.15821, 0.89796, -3.28591)  0.444
H (-1.22330, 3.73475, -1.04755)  0.490
H (0.11949, 2.66857, -1.44775)  -0.309
H (-1.56471, 2.14942, -1.80267)  0.004
H (-1.76397, 3.85407, -3.36762)  0.281
H (1.01536, 4.60655, -2.79984)  0.046
H (-0.39160, 5.50752, -2.26737)  0.393
H (-0.04671, 5.36035, -4.02566)  0.314
H (-0.33367, 3.31571, -5.11968)  0.550
H (-1.07379, 1.91656, -4.30948)  -0.466
H (1.99988, 3.73577, -5.01255)  0.318
H (4.27567, 2.82911, -4.70800)  0.382
H (4.57707, 0.70562, -3.45059)  0.426
H (2.64794, -0.46629, -2.54216)  0.356
C (0.45942, 5.42623, 3.89285)  -1.131
C (1.92330, 5.07709, 3.67381)  0.529
C (2.77985, 6.29590, 3.36511)  -1.305
O (2.03547, 4.01805, 2.71538)  -0.454
P (2.11386, 4.08517, 1.10200)  0.798
S (0.93829, 5.52442, 0.36606)  -0.645
S (1.88516, 2.24170, 0.48489)  -0.261
O (3.67508, 4.56410, 1.00641)  -0.493
C (4.39344, 4.95987, -0.17351)  0.515
C (3.94123, 4.29449, -1.46517)  -0.869
C (4.39143, 6.47860, -0.28207)  -1.367
H (0.36449, 6.11031, 4.74068)  0.428
H (-0.10728, 4.51914, 4.10581)  0.203
H (0.04682, 5.89377, 3.00012)  0.216
H (2.30710, 4.61735, 4.59059)  0.233
H (2.42567, 6.79530, 2.46407)  0.226
H (3.81955, 6.00700, 3.21899)  0.231
H (2.71790, 6.99142, 4.20661)  0.522
H (5.41733, 4.62829, 0.03059)  0.198
H (2.93475, 4.61559, -1.73237)  -0.309
H (3.93686, 3.21058, -1.37622)  0.300
H (4.62540, 4.58445, -2.26734)  0.533
H (3.38060, 6.83110, -0.48229)  0.202
H (5.05518, 6.79872, -1.08968)  0.482
H (4.73786, 6.92270, 0.65279)  0.322
C (2.13562, -6.22285, 2.93674)  -0.737
C (1.69302, -6.32432, 1.48065)  -0.911
C (0.49569, -5.39642, 1.20371)  -0.451
C (0.49055, -4.15422, 2.11873)  0.729
C (1.93760, -3.74001, 2.39661)  -0.450
C (2.65559, -4.80814, 3.23932)  -0.846
P (-0.42907, -2.78281, 1.27111)  -0.023
C (-2.15123, -3.45672, 1.04557)  0.393
C (-2.76129, -4.28856, 2.19282)  -0.398
C (-3.85429, -5.24061, 1.68759)  -0.989
C (-4.69687, -4.55438, 0.61663)  -0.912
C (-3.84520, -4.24945, -0.63278)  -0.236
C (-2.34975, -4.15943, -0.30362)  -0.417
C (-0.72829, -1.51032, 2.59897)  0.089
C (-1.00435, -1.96907, 4.04864)  -0.439
C (-0.46043, -0.96650, 5.07469)  -0.984
C (-0.78419, 0.46612, 4.65519)  -0.745
C (-0.11760, 0.82155, 3.30596)  -0.209
C (0.35614, -0.42718, 2.56015)  -1.380
H (2.90314, -6.96648, 3.16791)  0.437
H (1.27996, -6.45130, 3.58030)  0.285
H (1.43497, -7.35486, 1.22477)  0.487
H (2.53280, -6.04821, 0.83603)  0.339
H (-0.44104, -5.94511, 1.33293)  0.099
H (0.52633, -5.07456, 0.15865)  -0.043
H (0.02466, -4.42175, 3.07404)  0.416
H (1.98568, -2.77615, 2.90340)  -0.192
H (2.44291, -3.60057, 1.43653)  0.296
H (2.52259, -4.59137, 4.30322)  0.275
H (3.73091, -4.75988, 3.04493)  0.478
H (-2.71207, -2.51655, 0.96918)  0.721
H (-3.19451, -3.60925, 2.93208)  0.223
H (-1.99545, -4.86412, 2.72037)  -0.064
H (-4.47332, -5.57493, 2.52541)  0.543
H (-3.39856, -6.13954, 1.25962)  0.314
H (-5.09602, -3.62478, 1.03482)  0.345
H (-5.56105, -5.16771, 0.34928)  0.477
H (-4.16510, -3.30396, -1.07716)  -0.046
H (-4.00339, -5.01165, -1.39845)  0.351
H (-1.83563, -3.62042, -1.09941)  -0.394
H (-1.90850, -5.15949, -0.27790)  0.206
H (-1.62347, -1.01774, 2.21202)  0.696
H (-0.58320, -2.95730, 4.25478)  -0.032
H (-2.08479, -2.06354, 4.19411)  0.204
H (0.62488, -1.07672, 5.16270)  0.389
H (-0.87467, -1.18932, 6.06337)  0.500
H (-0.47169, 1.16652, 5.43468)  0.446
H (-1.87233, 0.56171, 4.57440)  0.353
H (0.72442, 1.50202, 3.44147)  0.209
H (-0.82902, 1.34464, 2.66337)  0.178
H (1.29155, -0.79167, 2.99529)  0.190
H (0.58215, -0.16071, 1.52924)  -0.055

Cartesian forces (eV/Å) of the 6 atoms listed first:
Hf -0.34 -0.37 -0.61
Se 0.06 0.20 0.06
Se 0.03 -0.10 0.15
Se 0.14 -0.02 0.01
Se -0.01 -0.09 0.06
Br 0.01 0.00 0.00